(1)
Molecular formula: C11H18
Method: DFT, ωB97M-V with the def2-TZVPD basis set

## Properties
SMILES ... Cc1ccccc1.CC(C)C
Frontier orbital gap ... 0.3625 Ha
Total charge ... 0
HOMO level ... -8.98 eV
LUMO energy ... 0.8821 eV

Atoms and positions in Å:
C1 -2.30 -0.23 0.36
C2 -2.12 -0.74 1.85
C3 -2.68 -1.43 -0.48
C4 -3.24 0.98 0.49
H1 -1.28 0.05 0.21
H2 -1.10 -1.02 2.10
H3 -3.76 -1.60 -0.49
H4 -2.42 -1.23 -1.53
H5 -2.01 -2.23 -0.20
H6 -3.84 1.15 -0.40
H7 -4.00 0.76 1.25
H8 -2.85 -1.52 2.07
H9 -2.31 0.05 2.57
H10 -2.66 1.84 0.80
C5 2.61 -1.78 -1.21
C6 3.40 0.18 0.14
C7 2.60 -0.29 -0.92
C8 3.15 1.41 0.70
C9 2.21 2.29 0.12
C10 1.66 0.56 -1.48
C11 1.51 1.84 -0.98
H11 4.14 -0.48 0.57
H12 3.61 1.79 1.60
H13 1.68 -2.22 -0.85
H14 3.48 -2.27 -0.78
H15 2.06 3.23 0.62
H16 1.04 0.28 -2.32
H17 0.89 2.56 -1.50
H18 2.54 -1.92 -2.29

Per-atom natural (NBO) charges, elementary charge units: -0.2241, -0.6038, -0.6125, -0.6074, 0.2005, 0.2034, 0.2109, 0.2030, 0.2137, 0.2026, 0.2002, 0.1988, 0.1998, 0.2150, -0.6313, -0.2279, 0.0124, -0.1980, -0.2278, -0.2377, -0.1988, 0.2084, 0.2106, 0.2211, 0.2168, 0.2142, 0.2128, 0.2089, 0.2161

(2)
Molecular formula: C11H18
Method: DFT, ωB97M-V with the def2-TZVPD basis set

## Properties
SMILES ... Cc1ccccc1.CC(C)C
Frontier orbital gap ... 0.3624 Ha
Total charge ... 0
HOMO level ... -8.91 eV
LUMO energy ... 0.9564 eV

Atoms and positions in Å:
C1 -2.57 2.27 2.90
C2 -0.38 -0.35 1.31
C3 0.88 0.22 1.51
C4 -1.47 0.22 1.95
C5 -1.36 1.49 2.54
C6 1.03 1.37 2.27
C7 -0.09 2.00 2.79
H1 -0.50 -1.23 0.70
H2 1.67 -0.17 0.88
H3 -2.44 -0.24 2.07
H4 2.04 1.73 2.39
H5 -3.02 2.70 1.99
H6 -2.37 2.98 3.70
H7 -0.03 2.87 3.44
H8 -3.45 1.68 3.20
C8 0.71 -1.26 -2.04
C9 -0.36 -2.05 -2.81
C10 2.09 -1.92 -2.35
C11 0.78 0.23 -2.19
H9 0.63 -1.57 -0.99
H10 -0.26 -1.99 -3.90
H11 2.48 -1.44 -3.26
H12 2.81 -1.76 -1.54
H13 2.05 -2.98 -2.58
H14 0.17 0.60 -3.01
H15 0.72 0.96 -1.38
H16 1.82 0.50 -2.45
H17 -1.39 -1.78 -2.60
H18 -0.18 -3.09 -2.55

Per-atom natural (NBO) charges, elementary charge units: -0.6371, -0.2048, -0.2300, -0.2111, -0.0120, -0.2102, -0.2133, 0.2136, 0.2102, 0.2079, 0.2142, 0.2270, 0.2177, 0.2086, 0.2174, -0.2295, -0.6002, -0.5952, -0.6362, 0.1911, 0.2016, 0.1963, 0.2044, 0.2041, 0.2119, 0.2319, 0.2067, 0.2088, 0.2061

Which one sits at the bottom of the stability order? (2) does.

(1)
Molecular formula: C11H18
Method: DFT, ωB97M-V with the def2-TZVPD basis set

## Properties
SMILES ... CC(C)(C)C.c1ccccc1
Frontier orbital gap ... 0.3707 Ha
Total charge ... 0
HOMO level ... -9.31 eV
LUMO energy ... 0.7746 eV

Atoms and positions in Å:
C1 -1.60 1.99 -0.54
C2 -2.24 1.06 -1.36
C3 -3.25 0.26 -0.77
C4 -3.23 0.15 0.57
C5 -2.59 1.15 1.33
C6 -1.79 2.04 0.83
C7 2.39 -1.08 -0.07
C8 2.06 -0.84 -1.35
C9 3.63 -1.95 0.04
C10 1.28 -1.76 0.64
C11 2.77 0.09 0.70
H1 -0.70 2.51 -1.03
H2 -2.10 1.38 -2.41
H3 -3.87 -0.44 -1.39
H4 -3.56 -0.65 1.16
H5 -2.36 0.80 2.45
H6 -1.41 2.87 1.22
H7 3.05 -0.29 -1.72
H8 1.81 -1.68 -2.09
H9 1.14 -0.23 -1.54
H10 3.98 -1.83 1.12
H11 3.46 -3.12 -0.23
H12 4.33 -1.33 -0.71
H13 1.66 -1.79 1.75
H14 1.06 -2.59 0.07
H15 0.47 -1.06 0.56
H16 1.83 0.83 0.67
H17 2.81 -0.52 1.64
H18 3.82 0.54 0.44

Per-atom natural (NBO) charges, elementary charge units: -0.1884, -0.2363, -0.2044, -0.2249, -0.1854, -0.2443, -0.1845, -0.5753, -0.5814, -0.5713, -0.5835, 0.2082, 0.2252, 0.2163, 0.2156, 0.2059, 0.2128, 0.1947, 0.2142, 0.2165, 0.2054, 0.2164, 0.2054, 0.1947, 0.2086, 0.2041, 0.2105, 0.2071, 0.2182

(2)
Molecular formula: C11H18
Method: DFT, ωB97M-V with the def2-TZVPD basis set

## Properties
Frontier orbital gap ... 0.2861 Ha
Total charge ... 0
HOMO level ... -7.06 eV
LUMO energy ... 0.7290 eV

Atoms and positions in Å:
C1 0.13 1.15 2.90
C2 -0.37 1.35 1.66
C3 0.53 1.28 0.59
C4 1.86 0.92 0.78
C5 2.33 0.58 2.09
C6 1.46 0.75 3.17
C7 -0.76 -0.79 -1.34
C8 -1.54 -2.07 -1.28
C9 0.13 -0.84 -2.63
C10 0.15 -0.47 -0.19
C11 -1.65 0.50 -1.45
H1 -0.62 1.35 3.70
H2 -1.44 1.51 1.56
H3 0.22 1.59 -0.39
H4 2.55 0.90 -0.01
H5 3.39 0.31 2.18
H6 1.89 0.52 4.15
H7 -1.95 -2.47 -2.14
H8 -0.91 -2.84 -0.62
H9 -2.32 -1.92 -0.38
H10 0.58 0.10 -2.81
H11 0.92 -1.57 -2.59
H12 -0.50 -1.22 -3.46
H13 1.03 0.24 -0.46
H14 0.76 -1.43 0.32
H15 -0.35 -0.07 0.85
H16 -2.47 0.56 -0.64
H17 -0.85 1.35 -1.31
H18 -2.22 0.72 -2.26

Per-atom natural (NBO) charges, elementary charge units: -0.1714, -0.3609, -0.0891, -0.3497, -0.1634, -0.3175, -0.1122, -0.5964, -0.5971, -0.6398, -0.5772, 0.2127, 0.2315, 0.2059, 0.2153, 0.2146, 0.2191, 0.2154, 0.2155, 0.2015, 0.1986, 0.2109, 0.2048, 0.2831, 0.2325, 0.3231, 0.2054, 0.1746, 0.2101

Which one sits at the bottom of the stability order? (2) does.

(1)
Molecular formula: C4H8N2O2
Method: DFT, ωB97M-V with the def2-TZVPD basis set

## Properties
SMILES ... O=NCCN/C=C\O
Frontier orbital gap ... 0.2853 Ha
Total charge ... 0
HOMO level ... -7.64 eV
LUMO energy ... 0.1200 eV

Atoms and positions in Å:
C1 -1.30 1.30 0.35
C2 1.42 -0.72 -0.37
C3 -0.06 -1.04 -0.72
C4 -1.02 0.20 1.09
N1 1.54 0.76 -0.34
N2 -0.67 -0.98 0.59
O1 2.22 1.17 0.58
O2 -1.29 1.35 -1.05
H1 -1.62 2.27 0.66
H2 1.73 -1.29 0.51
H3 2.05 -1.02 -1.10
H4 -0.70 -0.28 -1.22
H5 -0.06 -2.13 -0.99
H6 -1.21 0.12 2.10
H7 -0.62 1.82 -1.48
H8 -0.42 -1.53 1.39

Per-atom natural (NBO) charges, elementary charge units: -0.0185, -0.3260, -0.2725, -0.0534, 0.1354, -0.5936, -0.2881, -0.7395, 0.1840, 0.1947, 0.2132, 0.2894, 0.2036, 0.2044, 0.4893, 0.3776

(2)
Molecular formula: C4H8N2O2
Method: DFT, ωB97M-V with the def2-TZVPD basis set

## Properties
Frontier orbital gap ... 0.3397 Ha
Total charge ... 0
HOMO level ... -8.99 eV
LUMO energy ... 0.2529 eV

Atoms and positions in Å:
C1 -1.17 1.57 -0.14
C2 -0.72 0.17 0.26
C3 0.72 0.11 -0.15
C4 -1.74 -1.01 -0.16
H1 -1.62 1.71 -1.09
H2 -2.01 1.40 0.71
H3 -0.41 2.22 0.61
H4 -0.90 -0.10 1.32
H5 1.35 0.89 -0.86
H6 2.95 0.43 -0.94
H7 3.58 -0.71 0.77
H8 -0.06 -2.22 -0.21
N1 1.39 -0.88 0.25
N2 2.68 -0.67 -0.17
O1 -1.10 -2.22 -0.12
O2 -2.94 -0.69 -0.07

Per-atom natural (NBO) charges, elementary charge units: -0.6525, -0.4036, 0.0861, 0.8183, 0.2497, 0.2462, 0.2294, 0.2511, 0.1712, 0.3077, 0.3769, 0.5355, -0.2736, -0.6617, -0.7053, -0.5755

(3)
Molecular formula: C4H8N2O2
Method: DFT, ωB97M-V with the def2-TZVPD basis set

## Properties
Frontier orbital gap (alpha / beta) ... 0.2449 / 0.3129 Ha
Total charge ... 0
HOMO level (alpha / beta) ... -9.39 / -9.85 eV
LUMO energy (alpha / beta) ... -2.7261 / -1.3362 eV

Atoms and positions in Å:
C1 -2.05 1.59 0.02
O1 -0.98 0.68 0.02
C2 0.98 0.89 0.38
N1 1.42 1.97 0.41
H1 -1.59 2.58 -0.12
H2 -2.59 1.60 0.97
H3 -2.73 1.41 -0.83
C3 1.56 -1.10 -0.97
C4 1.08 -0.68 0.45
N2 -0.43 -1.14 0.61
O2 1.79 -1.12 1.42
H4 -0.81 -1.80 -0.06
H5 -0.65 -1.30 1.59
H6 1.70 -2.18 -0.98
H7 2.49 -0.60 -1.19
H8 0.81 -0.80 -1.71

Per-atom natural (NBO) charges, elementary charge units: -0.2949, -0.4039, 0.2554, -0.3737, 0.2351, 0.1821, 0.1722, -0.6210, 0.3306, -0.5486, -0.4232, 0.3960, 0.4017, 0.2223, 0.2446, 0.2253

(4)
Molecular formula: C4H8N2O2
Method: DFT, ωB97M-V with the def2-TZVPD basis set

## Properties
SMILES ... C/C(O)=C(/N)C(N)=O
Frontier orbital gap ... 0.3000 Ha
Total charge ... 0
HOMO level ... -7.43 eV
LUMO energy ... 0.7291 eV

Atoms and positions in Å:
C1 1.37 1.18 1.09
C2 0.25 -1.24 -0.41
C3 -0.59 -0.17 0.14
C4 0.21 0.96 0.17
N1 -0.33 -2.43 -0.73
N2 -1.98 -0.21 0.05
O1 -0.18 2.05 -0.55
O2 1.39 -0.92 -0.80
H1 0.64 2.47 -0.87
H2 0.22 -3.11 -1.23
H3 -1.28 -2.61 -0.43
H4 -2.30 -0.34 -0.91
H5 -2.39 0.64 0.45
H6 1.11 1.99 1.78
H7 2.28 1.46 0.55
H8 1.58 0.29 1.69

Per-atom natural (NBO) charges, elementary charge units: -0.6765, 0.6155, -0.1363, 0.4694, -0.8273, -0.8131, -0.6943, -0.6736, 0.4906, 0.4078, 0.4035, 0.3628, 0.3820, 0.2253, 0.2196, 0.2448

Which one sits at the bottom of the stability order? (3) does.

(1)
Molecular formula: C3H3N5
Method: DFT, ωB97M-V with the def2-TZVPD basis set

## Properties
SMILES ... [H]/N=c1\ccnnnn1
Frontier orbital gap ... 0.2899 Ha
Total charge ... 0
HOMO level ... -8.74 eV
LUMO energy ... -0.8490 eV

Atoms and positions in Å:
C1 -1.18 -0.13 -0.07
C2 -0.60 1.30 -0.37
C3 0.73 1.37 -0.16
H1 -2.67 0.74 0.95
H2 -0.97 2.19 -0.88
H3 1.04 2.36 -0.55
N1 -2.24 -0.23 0.64
N2 1.64 0.52 0.39
N3 1.67 -0.66 0.57
N4 0.68 -1.37 -0.41
N5 -0.48 -1.19 -0.59

Per-atom natural (NBO) charges, elementary charge units: 0.3138, -0.2298, -0.0834, 0.3572, 0.2443, 0.2134, -0.5859, -0.1646, 0.0616, 0.0078, -0.1345

(2)
Molecular formula: C3H3N5
Method: DFT, ωB97M-V with the def2-TZVPD basis set

## Properties
SMILES ... [H]/N=c1\cnncnn1
Frontier orbital gap ... 0.3248 Ha
Total charge ... 0
HOMO level ... -9.66 eV
LUMO energy ... -0.8261 eV

Atoms and positions in Å:
C1 0.29 0.33 -0.91
C2 0.85 -0.85 -0.36
C3 -1.17 0.25 1.41
H1 1.87 1.07 -1.82
H2 1.40 -1.65 -0.82
H3 -1.65 0.85 2.13
N1 0.90 1.24 -1.59
N2 0.58 -1.12 0.89
N3 -0.08 -0.27 1.73
N4 -1.77 0.02 0.22
N5 -1.21 0.13 -0.88

Per-atom natural (NBO) charges, elementary charge units: 0.2728, -0.0237, 0.1606, 0.3603, 0.2283, 0.2058, -0.5697, -0.1990, -0.2264, -0.1400, -0.0690

(3)
Molecular formula: C3H3N5
Method: DFT, ωB97M-V with the def2-TZVPD basis set

## Properties
SMILES ... N=c1nnccnn1
Frontier orbital gap ... 0.3059 Ha
Total charge ... 0
HOMO level ... -9.73 eV
LUMO energy ... -1.4032 eV

Atoms and positions in Å:
C1 0.42 0.76 0.65
C2 -0.31 -1.49 0.10
C3 -1.28 -0.75 -0.82
H1 -0.66 1.74 1.75
H2 -0.61 -2.63 0.56
H3 -2.12 -1.25 -1.18
N1 0.16 0.96 1.93
N2 1.48 -0.12 0.05
N3 1.04 -1.18 -0.20
N4 -0.99 0.56 -1.28
N5 -0.20 1.35 -0.61

Per-atom natural (NBO) charges, elementary charge units: 0.4142, -0.0720, -0.0979, 0.3612, 0.2619, 0.2205, -0.5787, -0.1010, -0.0996, -0.1375, -0.1711

(4)
Molecular formula: C3H3N5
Method: DFT, ωB97M-V with the def2-TZVPD basis set

## Properties
SMILES ... [H]/N=c1\nccnnn1
Frontier orbital gap ... 0.3157 Ha
Total charge ... 0
HOMO level ... -9.98 eV
LUMO energy ... -1.3941 eV

Atoms and positions in Å:
C1 -0.16 0.32 -1.22
C2 1.01 -0.75 0.49
C3 0.00 -0.32 1.52
H1 -0.76 -0.77 -2.64
H2 1.89 -1.17 0.96
H3 0.03 -0.89 2.46
N1 -0.99 0.05 -2.12
N2 0.95 -0.42 -0.75
N3 -0.88 0.63 1.37
N4 -0.81 1.71 0.54
N5 -0.29 1.60 -0.61

Per-atom natural (NBO) charges, elementary charge units: 0.4640, 0.0743, 0.0277, 0.3593, 0.1986, 0.2043, -0.6004, -0.3913, -0.2720, 0.0683, -0.1329

Which one sits at the bottom of the stability order? (3) does.

(1)
Molecular formula: C6H6S2
Method: DFT, ωB97M-V with the def2-TZVPD basis set

## Properties
Frontier orbital gap ... 0.2823 Ha
Total charge ... 0
HOMO level ... -8.62 eV
LUMO energy ... -0.9348 eV

Atoms and positions in Å:
C1 1.12 -1.23 -0.37
C2 0.05 -0.11 0.04
C3 -0.92 -0.50 1.13
C4 0.47 1.06 0.84
C5 -0.60 0.42 -1.30
C6 -1.10 0.85 -2.33
H1 1.10 -1.86 -1.40
H2 -0.55 -1.25 1.85
H3 -1.83 -0.91 0.74
H4 0.71 1.95 0.21
H5 1.58 0.84 1.27
H6 -1.67 1.12 -3.12
S1 2.52 -1.51 0.57
S2 -0.88 1.12 1.87

Per-atom natural (NBO) charges, elementary charge units: -0.2172, -0.2015, -0.5033, -0.5764, -0.0181, -0.2110, 0.2471, 0.2342, 0.2285, 0.2376, 0.2428, 0.2242, 0.0391, 0.2741

(2)
Molecular formula: C6H6S2
Method: DFT, ωB97M-V with the def2-TZVPD basis set

## Properties
Frontier orbital gap (alpha / beta) ... 0.2416 / 0.2434 Ha
Total charge ... 0
HOMO level (alpha / beta) ... -8.06 / -8.09 eV
LUMO energy (alpha / beta) ... -1.4911 / -1.4621 eV

Atoms and positions in Å:
C1 -3.30 0.72 0.59
C2 -2.39 0.34 -0.11
C3 1.96 -0.35 0.60
C4 1.60 0.93 0.77
C5 1.32 -1.06 -0.57
C6 -1.29 -0.21 -0.78
S1 0.62 1.73 -0.42
S2 -0.45 -1.54 -0.02
H1 -4.09 1.18 1.11
H2 2.61 -0.86 1.36
H3 1.97 1.69 1.47
H4 1.11 -0.45 -1.44
H5 1.72 -2.09 -0.76
H6 -1.38 -0.03 -1.79

Per-atom natural (NBO) charges, elementary charge units: -0.1476, -0.0800, -0.2575, -0.3477, -0.5008, -0.3259, -0.0640, 0.3111, 0.2389, 0.2280, 0.2308, 0.2589, 0.2338, 0.2222

Which one sits at the bottom of the stability order? (1) does.

(1)
Molecular formula: C16H21N5O2S2
Method: DFT, ωB97M-V with the def2-TZVPD basis set

## Properties
SMILES ... CN(C)C(=O)CSc1nc(SCC(=O)N(C)C)n(-c2ccccc2)n1
Frontier orbital gap ... 0.3160 Ha
Total charge ... 0
HOMO level ... -8.05 eV
LUMO energy ... 0.5454 eV

Atoms and positions in Å:
C1 2.34 2.87 3.00
N1 2.79 2.47 1.69
C2 2.04 2.52 0.57
O1 2.49 2.26 -0.53
C3 0.59 2.93 0.73
H1 0.48 3.83 1.33
H2 0.16 3.07 -0.26
S1 -0.41 1.65 1.56
C4 -0.41 0.45 0.31
N2 0.04 0.69 -0.90
N3 -0.13 -0.48 -1.55
C5 -0.69 -1.36 -0.69
N4 -0.87 -0.80 0.50
S2 -1.13 -3.00 -1.00
C6 -1.96 -3.30 0.59
H3 -1.20 -3.27 1.37
C7 -3.06 -2.26 0.75
O2 -3.76 -1.97 -0.20
N5 -3.24 -1.74 1.98
C8 -2.35 -1.96 3.10
H4 -1.37 -1.51 2.90
H5 -2.78 -1.48 3.98
H6 -2.24 -3.02 3.31
C9 -4.17 -0.64 2.13
H7 -3.63 0.29 2.31
H8 -4.74 -0.55 1.21
H9 -4.85 -0.84 2.96
H10 -2.39 -4.30 0.52
C10 0.34 -0.61 -2.86
C11 1.32 0.28 -3.29
C12 1.80 0.19 -4.58
C13 1.32 -0.78 -5.44
C14 0.34 -1.66 -5.01
C15 -0.16 -1.59 -3.72
H11 -0.93 -2.27 -3.39
H12 -0.04 -2.42 -5.68
H13 1.70 -0.85 -6.45
H14 2.56 0.88 -4.91
H15 1.68 1.03 -2.60
C16 4.20 2.15 1.58
H16 4.80 3.00 1.90
H17 4.44 1.29 2.20
H18 4.41 1.92 0.54
H19 1.32 2.52 3.19
H20 2.99 2.43 3.75
H21 2.37 3.96 3.11

Per-atom natural (NBO) charges, elementary charge units: -0.4137, -0.4333, 0.6714, -0.6240, -0.6180, 0.2396, 0.2738, 0.2720, 0.1531, -0.3061, -0.2157, 0.2182, -0.5528, 0.3257, -0.6139, 0.2412, 0.6926, -0.6389, -0.4329, -0.4159, 0.2152, 0.2107, 0.1995, -0.4169, 0.1934, 0.2488, 0.1925, 0.2547, 0.2079, -0.2383, -0.1946, -0.2210, -0.1865, -0.2621, 0.2289, 0.2145, 0.2133, 0.2171, 0.2675, -0.4165, 0.1900, 0.1936, 0.2500, 0.2151, 0.2119, 0.1893

(2)
Molecular formula: C16H21N5O2S2
Method: DFT, ωB97M-V with the def2-TZVPD basis set

## Properties
SMILES ... CN(C)C(=O)CSc1nc(SCC(=O)N(C)C)n(-c2ccccc2)n1
Frontier orbital gap ... 0.3085 Ha
Total charge ... 0
HOMO level ... -7.96 eV
LUMO energy ... 0.4318 eV

Atoms and positions in Å:
C1 -4.68 -0.43 -1.14
N1 -4.10 -0.96 0.07
C2 -2.87 -1.53 0.12
O1 -2.35 -1.85 1.17
C3 -2.20 -1.73 -1.22
H1 -2.88 -2.19 -1.94
H2 -1.84 -0.77 -1.61
S1 -0.78 -2.85 -1.06
C4 0.48 -1.69 -0.87
N2 1.71 -2.02 -0.52
N3 2.39 -0.85 -0.55
C5 1.53 0.13 -0.93
N4 0.33 -0.37 -1.14
S2 1.86 1.81 -1.12
C6 0.19 2.42 -1.49
H3 -0.03 2.17 -2.53
C7 -0.97 1.89 -0.65
O2 -1.97 1.50 -1.23
N5 -0.88 1.97 0.69
C8 0.26 2.42 1.44
H4 0.93 1.60 1.70
H5 0.82 3.18 0.90
H6 -0.10 2.87 2.38
C9 -1.97 1.42 1.48
H7 -1.70 0.45 1.89
H8 -2.21 2.11 2.29
H9 -2.83 1.30 0.83
H10 0.26 3.51 -1.39
C10 3.74 -0.83 -0.19
C11 4.27 -1.97 0.41
C12 5.60 -1.99 0.79
C13 6.41 -0.88 0.58
C14 5.88 0.25 -0.03
C15 4.55 0.28 -0.42
H11 4.16 1.16 -0.90
H12 6.50 1.11 -0.21
H13 7.44 -0.90 0.88
H14 6.00 -2.87 1.26
H15 3.63 -2.82 0.56
C16 -4.87 -0.82 1.28
H16 -5.07 0.23 1.51
H17 -5.82 -1.35 1.19
H18 -4.30 -1.26 2.10
H19 -5.56 0.15 -0.88
H20 -3.97 0.23 -1.65
H21 -4.98 -1.23 -1.83

Per-atom natural (NBO) charges, elementary charge units: -0.4221, -0.4391, 0.6785, -0.6410, -0.6559, 0.2390, 0.3060, 0.3266, 0.1670, -0.3127, -0.2221, 0.2132, -0.5516, 0.2847, -0.6128, 0.2628, 0.7097, -0.6646, -0.4331, -0.4021, 0.2011, 0.2070, 0.2053, -0.4255, 0.2244, 0.1922, 0.2366, 0.2475, 0.2157, -0.2400, -0.1914, -0.2201, -0.1937, -0.2624, 0.2209, 0.2163, 0.2152, 0.2178, 0.2512, -0.4171, 0.1888, 0.1935, 0.2470, 0.2105, 0.2384, 0.1904

Which one sits at the bottom of the stability order? (1) does.